Entry 1:
Computed, not measured: a molecular structure, C44H57CoN4O3SSiTe, with ωB97M-V/def2-TZVPD.

**Charge**: -1
**2S+1**: 2
**Expectation value of S²**: 0.79
**E_HOMO (spin up / spin down)**: -4.234 / -4.652 eV
**HOMO-LUMO gap (spin up / spin down)**: 6.5 / 6.9 eV

Element x y z (Å)
N1 -0.35715 4.45064 1.10597
C1 -1.53677 -3.38208 0.92377
C2 -3.85341 -1.45162 -2.42219
H1 0.29858 6.24523 2.00431
H2 -2.95074 -5.47505 -0.03884
H3 -4.16757 -2.15944 0.98388
H4 1.65793 -3.88677 4.98884
H5 -0.05739 -0.76699 5.45344
H6 3.96033 -0.37208 1.40929
H7 -0.80695 4.62586 -2.95901
C3 -3.49301 -0.52850 -3.59161
C4 1.51718 -2.09253 2.81333
C5 -3.16175 2.49357 3.85072
H8 6.46646 -3.60575 0.14648
O1 0.31300 1.59745 -4.35615
C6 -0.19344 -0.51892 2.05697
H9 1.25537 -2.64628 6.17346
H10 -1.94675 3.24831 1.72615
H11 -6.08631 2.49597 2.15600
C7 0.18983 -0.98818 4.42045
C8 -4.52867 -2.68874 -3.02127
H12 0.77292 5.45620 -2.96215
C9 0.95385 -1.34170 1.77482
H13 5.21855 -1.01948 -3.49090
H14 5.45564 2.98755 -2.01885
H15 2.30442 -2.79774 2.58019
C10 0.15326 4.72266 -2.44515
S1 -1.63470 3.06449 -0.76056
C11 -1.30013 0.87508 3.96402
C12 7.63945 0.43196 -1.62450
C13 1.74534 -2.82202 5.21492
H16 1.23451 4.79614 2.38929
C14 1.12405 -1.97644 4.13440
H17 -4.83675 -3.48927 0.04725
C15 -4.61808 0.93792 2.08586
C16 -0.63653 4.26002 -0.19873
C17 0.70050 5.31442 1.59143
H18 -0.54956 -3.38597 0.45704
C18 -1.04186 3.68970 2.13463
N2 -0.73263 0.48715 -2.53458
H19 -5.34061 -1.29652 -0.80794
H20 -1.62351 -4.29431 1.52811
Te1 3.27910 1.43194 -3.65180
H21 1.33921 -0.85526 -2.66125
H22 -5.71438 -0.35722 -2.24862
C19 1.92522 -0.57958 -1.78554
C20 -0.46031 -0.25683 3.43922
H23 -4.94182 -3.34599 -2.25758
H24 2.26323 -3.68137 -0.68464
H25 -4.39059 -0.36596 -4.20196
C21 5.18768 1.01907 -2.82613
H26 -4.46100 0.20037 -1.14124
H27 2.84550 -1.17587 -1.78517
H28 0.65460 3.75923 -2.48456
H29 -1.52979 -3.63833 -3.08277
O2 -0.87349 1.49704 4.93044
C22 -4.89819 -0.69159 -1.59586
H30 -3.13184 0.43819 -3.25033
O3 -0.91859 0.01175 1.13698
C23 -2.67433 -4.71440 -0.78008
H31 -0.40036 2.88730 2.50762
C24 -2.66557 -3.33098 -0.10957
C25 1.60428 -1.34206 0.44543
C26 5.87727 1.99489 -2.11062
H32 -2.72251 -0.95197 -4.23719
N3 0.01375 5.16455 -1.06467
H33 -5.18211 0.33210 1.39048
N4 1.10684 -0.78960 -0.59863
H34 0.11621 7.21154 -1.49356
Co1 -0.85440 -0.08034 -0.73209
Si1 -2.25350 -1.87669 -1.37210
H35 -1.53559 6.54839 -1.47545
H36 -2.96806 -0.42611 2.15485
C27 4.08389 -1.32915 0.91809
H37 8.58630 0.20244 -1.15328
H38 2.98982 1.14731 -1.04032
H39 7.61764 2.47031 -0.95444
C28 2.28682 0.89512 -1.83471
C29 -2.63508 1.28395 3.40121
H40 -0.79754 -2.05528 -3.38350
H41 1.40201 1.52008 -1.72744
C30 -0.22095 1.02424 -3.44676
C31 -3.37231 0.50344 2.52182
C32 7.09533 1.70337 -1.51213
C33 -5.12443 2.15321 2.51662
C34 5.74566 -0.25165 -2.94040
H42 6.19988 -1.39974 1.23745
H43 1.38877 5.54771 0.78468
H44 -3.84503 -3.27092 -3.64018
C35 5.33926 -1.91120 0.82648
C36 -3.98352 -3.17857 0.65398
C37 6.96402 -0.54386 -2.34152
H45 -1.29417 4.35185 2.96501
H46 7.37962 -1.53993 -2.42859
H47 -3.37503 -4.79282 -1.60676
C38 3.12950 -3.19528 -0.25180
C39 5.48862 -3.14720 0.21190
C40 -0.55040 6.50814 -0.99236
H48 -3.97302 -3.81335 1.54849
C41 2.97333 -1.96668 0.37837
C42 -1.09374 -2.76011 -2.60585
H49 -5.36446 -2.37670 -3.65974
H50 -1.68758 -4.97877 -1.15866
C43 -4.39462 2.93331 3.40584
H51 -2.57721 3.08064 4.54684
H52 -0.66542 6.82212 0.04243
H53 -1.57323 -2.53601 1.60559
C44 4.38140 -3.78874 -0.32659
H54 -0.18054 -3.07343 -2.09212
H55 -4.78703 3.88265 3.74826
H56 4.49166 -4.74865 -0.81381
H57 2.80847 -2.60196 5.34177



Entry 2:
Computed, not measured: 2 unconnected molecules or ions with the total composition CHN3O in a non-equilibrium geometry, with ωB97M-V/def2-TZVPD.

**2S+1**: 1
**Structure (SMILES)**: N#[N+][O-].C#N
**Energy above the lowest of the compared OMol25 structures with the same formula, charge and spin**: 3.5588 eV
**E_HOMO**: -11.946 eV
**HOMO-LUMO gap**: 13.0 eV

Element x y z (Å)
N1 0.91934 2.64803 -1.83093
N2 1.69211 2.08724 -1.27071
N3 -0.32017 -0.35617 -0.82131
O1 0.19315 3.27875 -2.45208
H1 1.55659 -0.92790 -1.79476
C1 0.64742 -0.66742 -1.34738



Entry 3:
Computed, not measured: C3H8N2S in the gas phase in a non-equilibrium geometry, with ωB97M-V/def2-TZVPD.

**2S+1**: 1
**Energy above the lowest of the compared OMol25 structures with the same formula, charge and spin**: 3.4031 eV
**E_HOMO**: -7.923 eV
**HOMO-LUMO gap**: 8.7 eV

Element x y z (Å)
C1 0.82457 0.04642 0.81032
S1 0.49122 1.00937 -0.75013
N1 -0.97134 1.44637 -0.34283
C2 -0.52457 0.18236 1.54033
H1 -0.17800 -1.25192 -1.55647
H2 1.64109 0.53110 1.33642
H3 -0.45479 0.99270 2.27153
H4 -1.94961 -0.24292 0.11022
H5 -0.81454 -0.73733 2.04830
N2 -1.54587 0.57233 0.57642
H6 0.29736 -0.15769 -2.87208
H7 1.54884 -0.90617 -1.85589
C3 0.54222 -0.50829 -1.87683
H8 1.09342 -0.97633 0.56070



E
In order: -122291.9932; -7568.2146; -17053.3272
Unit: eV